Entry from the OMol25 dataset: C38H44BaBrF6N2O6P4S as an isolated structure in a non-equilibrium geometry (ωB97M-V/def2-TZVPD).

```
103
Properties=species:S:1:pos:R:3:lowdin_charge:R:1
Ba -0.02 0.43 0.38 2.090
Br -7.51 3.19 -3.16 0.732
S 2.10 -0.99 1.62 1.014
P 0.07 -1.96 -3.36 0.852
P 3.06 0.42 -1.54 0.188
P -0.37 3.07 -1.24 0.757
P -1.90 2.99 1.54 0.892
F 4.49 0.88 -2.08 -0.105
F 2.30 1.63 -2.30 -0.156
F 1.52 -0.07 -1.00 -0.585
F 3.23 1.34 -0.24 -0.139
F 3.69 -0.82 -0.73 -0.169
F 2.83 -0.53 -2.82 -0.142
O -0.27 1.40 6.22 0.169
O 1.18 1.55 1.76 -0.298
O -1.57 0.34 1.96 -0.294
O 1.41 2.93 4.34 0.163
O -1.21 -0.96 4.66 0.167
O 0.68 -1.10 2.02 -0.672
N -1.05 -2.18 -0.40 0.020
N -3.20 -0.63 -1.31 0.129
C 3.06 -0.57 3.09 -0.321
C -0.12 3.53 -3.01 -0.271
C -2.08 3.75 3.22 -0.238
C 4.59 0.10 5.28 -0.061
C 4.40 -0.28 2.92 -0.051
C 1.17 -2.43 -4.78 -0.303
C -0.38 -4.40 0.16 -0.028
C -1.76 4.27 -0.91 -0.425
C -4.22 0.20 -1.72 -0.287
C 0.70 1.98 4.07 -0.283
C -3.87 1.48 -2.16 -0.041
C -2.69 -3.82 0.20 -0.005
C -1.52 -2.64 -4.06 -0.295
C 2.00 -3.52 2.71 -0.068
C 2.65 -2.72 1.79 -0.329
C 0.43 1.42 2.73 -0.436
C -4.84 2.37 -2.57 -0.122
C -5.56 -0.20 -1.79 -0.012
C 2.40 -4.84 2.89 -0.065
C -0.14 1.19 5.03 -0.266
C -0.80 0.10 4.23 -0.266
C 3.69 -3.23 1.03 -0.062
C -1.95 4.57 0.57 -0.414
C 5.17 0.03 4.03 -0.055
C 3.44 -5.35 2.13 -0.078
C -0.22 -0.19 -3.83 -0.291
C -2.32 -2.53 -0.20 -0.265
C 1.00 4.00 -0.48 -0.266
C -0.72 0.54 2.82 -0.487
C -3.65 2.43 1.34 -0.228
C -1.70 -4.77 0.38 -0.043
C -6.53 0.68 -2.25 -0.120
C -6.17 1.97 -2.61 -0.679
C 3.25 -0.18 5.44 -0.042
C -0.12 -3.09 -0.24 -0.188
C -3.38 -1.55 -0.46 -0.083
C 4.08 -4.55 1.20 -0.063
C 2.48 -0.53 4.34 -0.063
H 1.01 5.04 -0.81 0.058
H -3.73 -4.07 0.35 0.113
H 2.79 -0.13 6.42 0.118
H -2.68 3.83 -1.30 0.042
H 3.76 -6.37 2.27 0.105
H -4.35 3.26 1.51 0.051
H -0.74 -0.12 -4.78 0.040
H -2.88 5.13 0.75 0.084
H 5.19 0.36 6.14 0.108
H 1.93 3.51 -0.77 0.028
H -1.95 -5.77 0.67 0.110
H -4.58 3.38 -2.86 0.102
H -4.32 -1.71 0.07 0.137
H 0.92 3.93 0.60 0.028
H -1.68 -2.29 -5.08 0.030
H 4.88 -4.95 0.60 0.109
H 1.18 -3.12 3.29 0.118
H -5.84 -1.21 -1.52 0.111
H -3.78 2.01 0.34 0.014
H 0.78 3.05 -3.38 0.021
H 2.15 -1.99 -4.60 0.013
H -2.24 2.96 3.96 0.042
H -3.84 1.64 2.06 0.043
H -0.01 4.61 -3.11 0.040
H 4.20 -2.62 0.31 0.097
H -1.50 -3.72 -4.05 0.027
H 0.42 -5.10 0.27 0.109
H -0.96 3.19 -3.62 0.036
H -1.58 5.20 -1.47 0.084
H 1.91 -5.45 3.63 0.109
H 4.85 -0.32 1.93 0.119
H 0.78 -2.07 -5.72 0.034
H -2.92 4.45 3.25 0.050
H -1.13 5.19 0.93 0.075
H -2.34 -2.29 -3.43 0.006
H 1.44 -0.80 4.46 0.103
H -0.80 0.28 -3.03 0.000
H 1.28 -3.52 -4.81 0.029
H -2.82 1.73 -2.15 0.079
H 6.23 0.24 3.91 0.110
H -7.55 0.36 -2.32 0.102
H -1.16 4.27 3.48 0.047
H 0.89 -2.78 -0.46 0.087
H 0.74 0.31 -3.90 0.018
```

Values from the calculation:
Relative energy (zero: lowest compared OMol25 entry of this formula, charge and spin), eV: 3.566
Electronic energy, Ha: -6997.80595
HOMO-LUMO gap (alpha / beta), eV: 7.409 / 5.520
2S+1: 2
F_max, eV/A: 9.48
Total charge: 0
LUMO level (alpha / beta), eV: -0.745 / -2.634

---

Entry from the OMol25 dataset: C38H44GaN2O5PS3 as an isolated structure (ωB97M-V/def2-TZVPD).

```
94
Properties=species:S:1:pos:R:3:lowdin_charge:R:1
Ga 0.42 0.68 -0.35 0.196
S 3.36 0.45 -2.09 1.098
S -0.73 -2.20 -0.84 0.536
S 2.30 0.17 2.53 1.116
P -1.92 0.53 0.64 1.139
O 2.37 0.67 -0.93 -0.504
O 1.23 0.60 1.51 -0.528
O -0.19 -3.49 -1.12 -0.249
O -1.54 -1.56 -1.85 -0.285
O 0.41 -1.27 -0.44 -0.365
N -0.20 0.84 -2.32 0.053
N 0.45 2.74 -0.01 0.048
C -3.21 0.86 -0.59 -0.364
C 1.97 -1.32 4.70 -0.075
C 1.14 -2.36 2.67 -0.057
C -2.31 1.64 2.02 -0.360
C -2.22 -1.16 1.26 -0.298
C 0.96 4.08 -2.06 -0.170
C -1.72 -2.31 0.63 -0.275
C 2.71 -0.36 -4.54 -0.087
C -2.98 -1.33 2.41 -0.043
C -4.08 -0.12 -1.04 -0.065
C 3.74 -0.39 1.59 -0.296
C -0.41 2.11 -3.06 -0.170
C 1.68 -2.44 -5.13 -0.027
C -2.01 -3.57 1.10 -0.044
C 4.60 -1.61 -0.47 -0.188
C -5.16 1.48 -2.48 -0.049
C 2.20 -1.99 -2.82 -0.068
C 2.20 -1.21 -5.50 -0.046
C 0.81 3.02 -3.15 -0.164
C 0.77 -3.47 3.40 -0.043
C 2.71 -0.76 -3.20 -0.402
C -4.30 2.47 -2.02 -0.061
C -2.90 3.27 4.20 -0.049
C 1.00 -3.52 4.77 -0.039
C -3.58 2.20 2.16 -0.075
C 1.60 -2.45 5.42 -0.048
C -3.33 2.16 -1.08 -0.133
C -1.34 1.90 2.98 -0.093
C 3.54 -1.56 0.64 -0.220
C 4.78 -0.35 -1.31 -0.295
C 1.75 -1.30 3.33 -0.381
C -3.27 -2.60 2.90 -0.032
C -3.87 3.01 3.24 -0.047
C 1.67 -2.83 -3.79 -0.030
C -5.05 0.19 -1.99 -0.040
C -2.79 -3.72 2.24 -0.037
C 1.44 3.62 -0.69 -0.185
C -1.63 2.71 4.07 -0.055
H 4.04 0.53 1.08 0.083
H -2.70 2.96 -0.69 0.102
H 5.45 -0.53 -2.16 0.114
H 0.61 2.76 1.00 0.097
H -3.03 -4.71 2.61 0.123
H 4.48 -0.59 2.36 0.118
H 2.20 -0.91 -6.54 0.120
H -1.05 0.27 -2.35 0.075
H 2.37 3.07 -0.76 0.107
H -5.72 -0.59 -2.33 0.119
H -3.37 -0.46 2.94 0.111
H 0.30 -4.31 2.90 0.114
H -0.74 1.84 -4.07 0.134
H 3.11 0.61 -4.82 0.113
H -4.36 1.99 1.43 0.113
H 1.72 2.42 -3.22 0.088
H 0.96 -2.31 1.60 0.091
H 5.22 0.47 -0.74 0.095
H -0.36 1.45 2.90 0.076
H -4.40 3.48 -2.39 0.116
H -4.86 3.44 3.35 0.118
H 1.27 -3.10 -5.88 0.122
H 0.47 0.27 -2.84 0.090
H -3.13 3.91 5.04 0.118
H -3.88 -2.71 3.79 0.121
H -4.01 -1.14 -0.67 0.110
H 2.17 -2.29 -1.78 0.093
H 0.02 4.62 -1.95 0.125
H 0.74 3.55 -4.10 0.125
H 0.72 -4.40 5.33 0.119
H 1.69 4.82 -2.40 0.127
H 1.24 -3.77 -3.49 0.120
H -5.92 1.72 -3.21 0.117
H -1.25 2.63 -2.60 0.098
H -0.88 2.91 4.82 0.114
H 4.38 -2.46 -1.12 0.116
H 2.55 -1.51 0.19 0.063
H -0.48 3.13 -0.13 0.097
H 3.59 -2.49 1.19 0.131
H 1.77 -2.49 6.49 0.119
H 5.58 -1.81 -0.04 0.132
H 1.61 4.50 -0.06 0.132
H -1.62 -4.44 0.58 0.122
H 2.42 -0.48 5.20 0.113
```

Values from the calculation:
Relative energy (zero: lowest compared OMol25 entry of this formula, charge and spin), eV: 0.010
Electronic energy, Ha: -5420.48203
HOMO-LUMO gap, eV: 9.228
2S+1: 1
F_max, eV/A: 0.13
Total charge: +2
LUMO level, eV: -4.558

---

Entry from the OMol25 dataset: C38H44NP2ReS as an isolated structure in a non-equilibrium geometry (ωB97M-V/def2-TZVPD).

```
87
Properties=species:S:1:pos:R:3:lowdin_charge:R:1
Re -1.70 0.93 0.30 1.290
S 4.82 -3.55 -1.52 1.207
P -0.30 -0.76 -1.03 0.884
P 0.82 0.98 0.71 0.955
N 1.12 -0.59 -0.13 -0.428
C 6.46 -2.97 -1.01 -0.276
C 1.26 1.86 3.31 -0.096
C -4.01 -0.43 2.31 0.017
C -3.66 2.30 -2.11 0.005
C -0.94 -2.45 -0.61 -0.339
C 1.65 3.20 -0.85 -0.092
C -2.65 4.15 0.42 -0.005
C 3.25 2.38 0.83 -0.109
C -1.14 -3.39 -1.62 -0.104
C -1.85 -4.55 -1.28 -0.070
C -1.97 -3.93 1.02 -0.064
C 1.45 -0.57 3.01 -0.075
C -0.11 -0.44 -2.78 -0.356
C 1.18 0.36 5.24 -0.045
C -3.49 0.58 1.33 -0.314
C -3.36 1.85 -0.66 -0.272
C -1.18 -2.82 0.76 -0.107
C 0.31 -0.47 -5.52 -0.032
C 2.52 4.28 -1.09 -0.050
C 1.21 -0.74 4.39 -0.058
C 2.48 -2.76 -0.37 -0.209
C -2.94 1.88 1.68 -0.365
C 2.06 2.24 0.15 -0.362
C -2.24 -4.84 -0.01 -0.056
C 1.02 0.20 -3.31 -0.088
C -0.88 -1.02 -4.99 -0.048
C 3.88 -3.35 -0.03 -0.405
C 1.16 1.66 4.70 -0.046
C 1.26 0.11 -4.68 -0.057
C -4.75 -0.37 -0.64 0.003
C 1.21 0.73 2.47 -0.396
C 3.74 4.41 -0.40 -0.042
C -1.05 -1.07 -3.63 -0.127
C -3.68 0.55 -0.13 -0.382
C 2.43 -1.20 -0.34 -0.254
C -2.80 2.67 0.46 -0.374
C -3.00 2.38 3.06 0.001
C 4.11 3.47 0.54 -0.043
H -0.70 -2.30 1.58 0.089
H -2.56 4.47 -0.69 0.125
H 2.24 -3.02 -1.38 0.081
H 1.42 2.52 5.40 0.142
H 5.07 3.64 1.05 0.126
H -4.43 3.08 -2.26 0.118
H -5.61 -0.51 0.04 0.110
H -1.72 -1.31 -5.64 0.130
H -2.74 1.54 3.74 0.093
H 1.61 -1.44 2.35 0.092
H 2.85 -0.76 -1.26 0.114
H 7.17 -3.08 -1.86 0.078
H -2.34 -4.16 2.05 0.134
H 2.25 4.93 -1.96 0.131
H -2.83 -5.75 0.19 0.134
H -4.97 -0.05 -1.70 0.103
H -2.22 3.15 3.20 0.097
H 1.13 0.33 6.32 0.118
H -5.04 -0.24 2.56 0.119
H 6.84 -3.57 -0.16 0.087
H -3.90 1.42 -2.68 0.061
H -2.77 2.82 -2.58 0.103
H -1.97 -1.58 -3.19 0.130
H 3.51 1.65 1.62 0.118
H 4.37 5.27 -0.56 0.120
H 6.40 -1.88 -0.77 0.091
H 3.09 -0.78 0.44 0.114
H 1.73 0.60 -2.62 0.075
H 0.48 -0.53 -6.59 0.124
H -4.34 -1.39 -0.77 0.086
H -1.69 4.39 0.91 0.087
H -0.59 -3.35 -2.59 0.126
H 1.69 -3.13 0.34 0.130
H 4.28 -2.69 0.75 0.113
H -3.99 -1.42 1.95 0.069
H 1.52 2.79 2.81 0.109
H -3.43 4.67 1.00 0.112
H 1.17 -1.71 4.85 0.110
H 0.72 3.12 -1.42 0.099
H -2.05 -5.26 -2.09 0.128
H 3.78 -4.36 0.32 0.103
H -3.98 2.81 3.35 0.126
H 2.18 0.53 -5.17 0.139
H -3.34 -0.36 3.16 0.089
```

Values from the calculation:
Electronic energy, Ha: -2687.22534
HOMO-LUMO gap (alpha / beta), eV: 6.821 / 4.031
2S+1: 4
F_max, eV/A: 8.96
Total charge: +3
LUMO level (alpha / beta), eV: -9.193 / -11.927

---

Entry from the OMol25 dataset: C38H44OP2Sn as an isolated structure in a non-equilibrium geometry (ωB97M-V/def2-TZVPD).

```
86
Properties=species:S:1:pos:R:3:lowdin_charge:R:1
Sn -0.04 1.10 1.01 1.173
P 2.51 -0.18 0.27 0.955
P -1.34 -0.96 0.02 0.967
O -1.34 0.42 2.60 -0.454
C 3.75 1.81 -1.51 -0.103
C 3.90 -1.19 0.84 -0.345
C 3.79 4.17 -0.88 -0.074
C -4.90 1.20 -0.12 -0.076
C 0.10 -1.50 -0.83 -0.341
C -2.58 0.44 -0.17 -0.379
C 1.15 0.37 -3.09 -0.136
C -1.65 0.72 3.93 -0.592
C 3.61 -2.42 1.46 -0.096
C -4.50 2.53 -0.19 -0.086
C -3.14 0.52 4.12 -0.072
C 3.22 3.85 0.35 -0.076
C 0.09 2.35 -3.98 -0.181
C -3.29 -3.73 2.25 -0.068
C -3.96 0.17 -0.05 -0.075
C 6.26 -1.58 1.17 -0.093
C 1.48 0.50 2.59 -0.383
C 0.44 -0.51 -4.09 -0.166
C -0.97 -1.05 -3.73 -0.186
C -3.14 2.84 -0.16 -0.090
C -2.76 -3.32 -0.47 -0.085
C -1.98 1.14 -3.08 -0.102
C -1.35 1.86 -4.23 -0.178
C -3.84 -4.58 1.29 -0.076
C -0.96 -0.16 4.94 -0.078
C 4.04 3.15 -1.80 -0.086
C 1.47 -1.27 -0.69 -0.332
C -2.47 -2.66 1.87 -0.062
C 5.99 -2.86 1.66 -0.093
C -3.59 -4.37 -0.07 -0.084
C 0.78 1.64 -2.84 -0.108
C 2.94 2.53 0.65 -0.154
C -1.82 -0.17 -2.84 -0.151
C -2.26 -2.42 0.50 -0.353
C 3.13 1.48 -0.28 -0.351
C 5.23 -0.74 0.77 -0.082
C 4.66 -3.25 1.86 -0.088
C -2.18 1.83 -0.26 -0.300
H -3.39 -0.54 3.98 0.070
H 0.32 0.06 -5.03 0.096
H 1.08 -1.38 -4.32 0.114
H 2.12 -1.90 -1.30 0.076
H 0.66 2.17 -4.92 0.112
H -3.51 -3.89 3.31 0.106
H 0.08 3.45 -3.85 0.108
H -2.80 3.88 -0.12 0.113
H -0.13 -2.27 -1.56 0.051
H -1.54 -1.23 -4.66 0.122
H -5.96 0.94 -0.12 0.103
H -0.88 -2.04 -3.27 0.077
H 4.04 5.20 -1.09 0.103
H 7.29 -1.23 1.12 0.102
H -3.72 1.08 3.39 0.071
H -3.46 0.80 5.12 0.073
H -4.28 -0.87 0.08 0.107
H -1.98 2.72 -4.53 0.114
H 2.57 -2.71 1.64 0.105
H 6.80 -3.54 1.92 0.101
H 2.52 0.85 2.52 -0.033
H -1.25 0.09 5.96 0.076
H -1.34 1.15 -5.08 0.104
H -1.22 -1.22 4.80 0.075
H -1.99 -1.99 2.58 0.089
H -2.55 -0.73 -2.24 0.079
H -1.17 2.17 -0.61 0.004
H -4.47 -5.42 1.59 0.102
H -5.23 3.34 -0.27 0.102
H 0.13 -0.08 4.89 0.052
H -2.74 1.73 -2.55 0.102
H 5.43 0.28 0.41 0.100
H 2.09 -0.05 -2.74 0.072
H 2.99 4.60 1.11 0.112
H 0.99 1.05 3.41 -0.027
H 1.45 -0.56 2.83 0.004
H 1.03 2.22 -1.92 0.097
H 2.53 2.33 1.63 0.049
H 4.42 -4.20 2.35 0.104
H -2.52 -3.18 -1.53 0.101
H 4.03 1.04 -2.24 0.114
H 4.49 3.40 -2.76 0.105
H -4.04 -5.01 -0.83 0.104
H -1.37 1.76 4.14 0.130
```

Values from the calculation:
Relative energy (zero: lowest compared OMol25 entry of this formula, charge and spin), eV: 3.904
Electronic energy, Ha: -2446.30522
HOMO-LUMO gap (alpha / beta), eV: 5.944 / 5.943
2S+1: 1
F_max, eV/A: 4.32
Total charge: 0
LUMO level (alpha / beta), eV: -0.262 / -0.262

---

Entry from the OMol25 dataset: C38H45As2BrF4IN4P2SeV as an isolated structure (ωB97M-V/def2-TZVPD).

```
99
Properties=species:S:1:pos:R:3:lowdin_charge:R:1
I -2.29 -0.99 0.76 0.381
Br -4.44 1.47 3.74 0.719
Se -2.62 0.84 -4.05 1.057
As -0.84 3.22 -0.03 1.157
As 1.69 1.34 -1.28 1.119
V -0.18 -0.38 -0.80 -0.013
P 0.77 -0.92 3.54 0.849
P 1.41 -2.02 0.41 0.766
F 1.12 -5.74 -4.10 0.092
F -0.98 -4.21 -4.52 0.108
F 3.87 -1.87 -4.01 0.072
F 1.76 -0.38 -4.34 0.068
N -2.15 -1.54 -6.83 0.152
N -0.72 -0.40 -2.40 -0.202
N 3.85 -7.26 -3.79 0.104
N 5.83 -3.70 -2.49 0.103
C -1.27 -0.45 -3.63 -0.626
C 3.49 3.40 1.93 -0.088
C -1.60 -1.46 -5.82 -0.246
C 2.50 -1.31 3.05 -0.429
C 0.96 3.33 0.76 -0.437
C 1.57 -1.71 -4.29 -0.170
C -3.81 -0.15 4.49 -0.717
C -3.41 -1.55 6.40 -0.103
C 2.42 -2.71 -0.94 -0.251
C 0.63 0.81 2.95 -0.303
C -1.95 3.18 1.58 -0.340
C -3.33 -1.15 3.70 -0.173
C 1.09 -0.57 5.32 -0.308
C 1.22 4.14 1.85 -0.123
C -4.77 1.62 -2.28 -0.516
C 2.62 -3.90 -3.99 -0.095
C 2.68 -2.50 -4.11 -0.189
C 0.29 -2.23 -4.41 -0.076
C 2.00 2.56 0.22 -0.411
C 3.26 2.60 0.83 -0.120
C 2.77 -1.49 1.55 -0.392
C -5.42 1.46 -0.90 -0.083
C -0.89 -1.35 -4.58 -0.223
C 3.77 -6.11 -3.72 -0.266
C -0.99 5.14 -0.42 -0.306
C -2.89 -2.36 4.19 -0.136
C -2.94 -2.56 5.56 -0.096
C 3.75 -4.70 -3.63 -0.222
C 2.47 4.19 2.44 -0.088
C 3.51 0.88 -1.77 -0.272
C 0.22 -3.61 -4.39 -0.157
C -4.58 3.09 -2.62 -0.099
C -3.45 0.86 -2.28 -0.509
C -3.85 -0.34 5.87 -0.145
C 1.33 -4.42 -4.19 -0.159
C 4.89 -4.13 -3.01 -0.285
C 0.73 -3.54 1.14 -0.282
C 1.26 2.54 -2.75 -0.274
H 3.13 -0.54 1.12 0.052
H 0.42 4.76 2.26 0.091
H 0.18 -0.18 5.77 0.028
H -0.23 1.28 3.43 0.042
H 1.35 1.97 -3.67 0.023
H -3.90 3.55 -1.90 0.067
H -1.51 3.71 2.42 0.019
H 3.48 0.40 -2.74 0.018
H -4.16 3.24 -3.61 0.051
H 1.53 1.40 3.15 0.042
H -5.43 1.17 -3.03 0.127
H 0.13 -4.04 0.37 0.049
H -0.84 5.73 0.48 0.018
H 1.53 -4.21 1.46 0.054
H 0.08 -3.29 1.97 -0.013
H -0.23 5.41 -1.16 0.021
H -2.14 2.14 1.85 -0.055
H 1.96 3.38 -2.75 0.038
H -4.78 1.91 -0.13 0.068
H 3.95 0.18 -1.06 0.021
H -3.45 -1.71 7.47 0.099
H 0.43 0.82 1.87 -0.019
H -5.53 3.63 -2.57 0.076
H 4.07 2.00 0.44 0.084
H -2.61 -3.50 5.99 0.100
H -2.50 -3.12 3.52 0.088
H 4.11 1.79 -1.82 0.040
H 0.24 2.89 -2.65 -0.011
H -2.74 1.31 -1.58 0.002
H -4.22 0.44 6.52 0.095
H -6.39 1.96 -0.87 0.076
H 2.97 -1.93 -1.46 0.031
H -3.59 -0.17 -1.99 0.035
H 1.75 -3.17 -1.67 0.046
H -1.97 5.35 -0.84 0.012
H -2.91 3.64 1.33 0.021
H 3.12 -3.46 -0.59 0.064
H 1.90 0.16 5.46 0.036
H 3.18 -0.55 3.44 0.075
H 2.64 4.83 3.30 0.103
H 3.58 -2.21 1.40 0.083
H 4.47 3.41 2.39 0.104
H 2.75 -2.24 3.56 0.075
H 1.35 -1.49 5.84 0.032
H -5.55 0.41 -0.64 0.075
```

Values from the calculation:
Relative energy (zero: lowest compared OMol25 entry of this formula, charge and spin), eV: 2.548
Electronic energy, Ha: -13464.87519
HOMO-LUMO gap (alpha / beta), eV: 5.617 / 5.413
2S+1: 4
F_max, eV/A: 0.42
Total charge: -1
LUMO level (alpha / beta), eV: 1.320 / 1.121